The following is a DFT calculation (ωB97M-V with the def2-TZVPD basis set) of C23H29BMoN5 as an isolated structure.

Positions of all 59 atoms, in Å:
Mo1 -0.13588 0.09511 1.04140
C1 2.39983 2.52676 1.70939
C2 1.79082 3.39335 0.60439
C3 0.74694 2.72106 -0.29960
N1 -0.28831 1.97275 0.41413
C4 -1.44764 2.57086 0.81082
C5 -1.59095 3.95587 0.78515
C6 -2.60695 4.79021 1.23117
C7 -3.80806 4.46300 1.82497
C8 -4.29450 3.18090 2.03205
C9 -3.74255 1.96224 1.68904
C10 -2.50029 1.61745 1.13730
N2 -2.14000 0.33439 0.89901
C11 -3.14592 -0.70629 0.69763
C12 -2.60886 -2.11188 0.92918
C13 -1.45708 -2.48065 -0.00254
N3 -0.23535 -1.75782 0.32664
C14 0.72596 -2.32058 1.13142
C15 0.47395 -3.47070 1.88149
C16 1.28773 -4.23868 2.70635
C17 2.63093 -4.10752 2.98322
C18 3.47124 -3.11259 2.50109
C19 3.18313 -2.00964 1.72560
C20 1.97423 -1.53538 1.18510
N4 1.84714 -0.31250 0.64823
C21 3.01031 0.46978 0.24746
C22 3.45482 1.50588 1.27960
H1 2.88049 3.19626 2.42545
H2 1.60541 2.03449 2.27368
H3 1.33039 4.26254 1.08040
H4 2.58432 3.78493 -0.03873
H5 0.28678 3.47191 -0.94636
H6 1.22058 2.01481 -0.97597
H7 -0.73732 4.48897 0.39108
H8 -2.41041 5.84890 1.11101
H9 -4.43561 5.28438 2.14524
H10 -5.26364 3.11647 2.51235
H11 -4.37840 1.12246 1.92832
H12 -4.01064 -0.57624 1.34778
H13 -3.51079 -0.62846 -0.33277
H14 -2.29352 -2.22080 1.97173
H15 -3.43586 -2.80565 0.76721
H16 -1.27629 -3.55567 0.01315
H17 -1.72277 -2.23147 -1.03234
H18 -0.54190 -3.83663 1.81969
H19 0.78196 -5.06891 3.18477
H20 3.07455 -4.84640 3.63715
H21 4.50776 -3.18764 2.80888
H22 4.03217 -1.36317 1.54994
H23 3.84263 -0.19291 0.00422
H24 2.76219 0.96894 -0.68756
H25 3.81185 0.98790 2.17430
H26 4.31502 2.03551 0.86099
B1 0.08960 -0.33685 5.68242
C23 0.02582 0.03783 4.19740
N5 -0.01640 0.29881 3.05927
H27 1.12758 0.11322 6.09814
H28 -0.88827 0.14892 6.19284
H29 0.06524 -1.54713 5.68200

The calculation puts the gap between HOMO and LUMO (spin up / spin down) at 0.237 / 0.243 Eh. The highest occupied orbital energy (spin up / spin down) is -10.5 / -10.9 eV. As for the total energy: -34296.6553 eV. The charge is +1.